Density functional theory data (ωB97M-V with the def2-TZVPD basis set) for the molecule F2H2S2Si at a distorted geometry.

## Properties
relative energy (zero: lowest compared OMol25 entry of this formula, charge and spin)	34.5	kcal per mole
HOMO level	-10.9	eV
2S+1	1
largest force on an atom	5.05	eV/Å
E	-35019.0608	eV
structure (SMILES)	F[Si](F)(S)S
total charge	0

Cartesian coordinates (Å):
F 0.418 2.007 0.279
Si 0.280 0.143 -0.547
F 0.503 0.573 -2.036
S -1.583 -0.669 -0.043
S 1.980 -1.016 0.055
H -0.916 -1.817 -0.144
H 1.124 -1.496 0.906